#w
The following is a quantum chemistry calculation of 2 unconnected molecules or ions with the total composition C5H10, from OMol25.

XYZ file:
```
15
Properties=species:S:1:pos:R:3:nbo_charge:R:1
C 1.636 -0.562 -0.885 -0.42
C 0.708 0.409 -1.079 -0.17
C 0.108 0.808 -2.400 -0.66
H 1.820 -1.049 0.137 0.20
H 2.214 -0.948 -1.710 0.19
H 0.272 0.817 -0.108 0.20
H 0.696 1.566 -2.928 0.22
H 0.067 -0.051 -2.984 0.22
H -0.932 1.074 -2.279 0.22
C -1.316 -0.645 1.659 -0.40
C -1.034 -0.068 2.857 -0.39
H -0.467 -0.742 0.970 0.20
H -2.305 -0.647 1.263 0.20
H -0.033 -0.003 3.303 0.20
H -1.938 0.339 3.426 0.19
```

Computed properties:
**HOMO-LUMO gap**: 10.664 eV
**Charge**: 0
**HOMO level**: -9.482 eV
**LUMO level**: 1.182 eV

***

#x
The following is a quantum chemistry calculation of 2 unconnected molecules or ions with the total composition C5H10, from OMol25.

XYZ file:
```
15
Properties=species:S:1:pos:R:3:nbo_charge:R:1
C -0.565 -0.381 2.075 -0.70
C -0.531 -0.383 0.576 0.20
C 0.416 -0.199 -0.442 -0.18
C 0.743 -1.113 -1.424 -0.61
C 1.103 0.973 0.022 -0.37
H -1.335 -1.076 2.400 0.23
H -0.830 0.570 2.550 0.26
H 0.423 -0.704 2.393 0.26
H -1.186 -1.176 0.144 0.17
H -4.439 4.862 -4.293 0.00
H 1.572 -0.955 -2.102 0.21
H 0.224 -2.052 -1.424 0.19
H -3.903 4.394 -4.468 0.00
H 2.079 1.170 -0.435 0.17
H 0.593 1.869 0.368 0.18
```

Computed properties:
**HOMO-LUMO gap**: 4.683 eV
**Charge**: 0
**HOMO level**: -6.364 eV
**LUMO level**: -1.680 eV

***

#y
The following is a quantum chemistry calculation of a single C5H10 molecule, from OMol25.

XYZ file:
```
15
Properties=species:S:1:pos:R:3:nbo_charge:R:1
C 1.968 0.016 0.212 -0.61
C 0.426 0.145 0.243 -0.21
C -0.673 -0.932 0.532 -0.40
C -1.657 -0.157 -0.383 -0.40
C -0.516 0.803 -0.815 -0.40
H 2.344 0.778 0.917 0.20
H 2.306 -0.945 0.618 0.21
H 2.437 0.219 -0.753 0.21
H 0.409 0.789 1.107 0.19
H -0.535 -1.980 0.244 0.20
H -0.949 -0.909 1.590 0.20
H -2.486 0.330 0.143 0.20
H -2.096 -0.751 -1.193 0.20
H -0.699 1.854 -0.578 0.20
H -0.279 0.739 -1.884 0.20
```

Computed properties:
**HOMO-LUMO gap**: 11.537 eV
**Charge**: 0
**HOMO level**: -10.325 eV
**LUMO level**: 1.212 eV

***

The least stable of them is #x.

***

#w
The following is a quantum chemistry calculation of a single C5H10 molecule, from OMol25.

XYZ file:
```
15
Properties=species:S:1:pos:R:3:nbo_charge:R:1
C -0.071 -1.154 -0.170 -0.42
C 1.087 -0.508 0.171 -0.38
C 0.853 0.892 -0.019 -0.46
C -0.598 1.082 -0.168 -0.43
C -1.281 -0.302 0.221 -0.41
H -0.143 -2.216 -0.112 0.22
H -0.005 -1.023 -1.225 0.18
H 2.049 -0.605 -0.472 0.21
H 1.139 -0.914 1.286 0.18
H 1.228 1.567 0.834 0.22
H 1.630 1.070 -0.787 0.22
H -1.285 1.162 -1.175 0.22
H -1.102 1.755 0.662 0.21
H -1.570 -0.226 1.383 0.21
H -1.880 -0.624 -0.604 0.22
```

Computed properties:
**HOMO-LUMO gap**: 11.001 eV
**Charge**: 0
**HOMO level**: -9.926 eV
**LUMO level**: 1.075 eV

***

#x
The following is a quantum chemistry calculation of a single C5H10 molecule, from OMol25.

XYZ file:
```
15
Properties=species:S:1:pos:R:3:nbo_charge:R:1
C -1.877 -1.196 0.985 -0.62
C -0.613 -0.470 0.654 -0.20
C -0.371 -0.174 -0.659 -0.18
C 0.966 0.496 -1.126 -0.34
C 1.564 1.448 -0.147 -0.58
H -1.825 -2.384 1.396 0.19
H -2.372 -0.716 1.847 0.22
H -2.350 -1.344 0.126 0.20
H 0.204 -0.424 1.381 0.20
H -0.972 -0.538 -1.516 0.19
H 1.847 -0.383 -1.274 0.17
H 0.711 0.745 -1.921 0.15
H 2.318 1.797 -0.435 0.18
H 0.766 2.161 -0.012 0.20
H 2.003 0.981 0.701 0.20
```

Computed properties:
**HOMO-LUMO gap**: 10.061 eV
**Charge**: 0
**HOMO level**: -8.869 eV
**LUMO level**: 1.192 eV

***

The least stable of them is #x.

***

#w
The following is a quantum chemistry calculation of a gas-phase ion, C7H9N2O (charge +1), from OMol25.

XYZ file:
```
19
Properties=species:S:1:pos:R:3:nbo_charge:R:1
O 0.941 -3.826 -0.759 -0.01
N 1.362 -2.758 -0.581 0.25
C 1.727 -1.592 -0.326 0.20
N 0.932 -0.538 -0.509 -0.37
C 0.917 0.936 -0.496 -0.04
C 0.715 1.675 0.710 -0.29
C -0.393 1.421 1.416 -0.06
C -1.436 0.288 1.028 -0.46
C -1.533 0.036 -0.457 -0.42
C -0.160 0.108 -1.151 -0.03
H 2.728 -1.137 0.093 0.32
H 1.717 1.486 -1.111 0.24
H 1.369 2.478 0.865 0.24
H -0.700 1.829 2.345 0.23
H -1.212 -0.708 1.401 0.22
H -2.341 0.576 1.422 0.24
H -2.037 -0.941 -0.532 0.23
H -2.277 0.724 -1.109 0.24
H -0.322 -0.056 -2.248 0.25
```

Computed properties:
**HOMO-LUMO gap (spin up / spin down)**: 6.713 / 6.903 eV
**Charge**: +1
**HOMO level (spin up / spin down)**: -13.595 / -13.611 eV
**LUMO level (spin up / spin down)**: -6.882 / -6.708 eV

***

#x
The following is a quantum chemistry calculation of 2 unconnected molecules or ions with the total composition C7H9N2O, from OMol25.

XYZ file:
```
19
Properties=species:S:1:pos:R:3:nbo_charge:R:1
C 3.654 -0.523 0.236 -0.31
C 3.055 0.725 -0.003 -0.15
C 2.605 -1.441 0.356 0.18
C 1.722 0.484 -0.043 0.04
C 0.817 1.504 -0.099 0.58
C -2.361 0.647 0.193 -0.26
C -1.238 0.198 1.024 -0.35
N 0.572 2.649 -0.248 -0.54
N -1.887 -0.720 0.071 -0.55
O 1.474 -0.801 0.114 -0.35
H 4.785 -0.649 0.314 0.27
H 3.458 1.721 -0.084 0.26
H 2.480 -2.471 0.563 0.23
H -3.380 0.588 0.480 0.22
H -2.029 1.171 -0.736 0.20
H -1.344 -0.113 2.077 0.21
H -0.161 3.358 -0.003 0.47
H -2.503 -1.514 0.263 0.42
H -1.382 -0.991 -0.757 0.41
```

Computed properties:
**HOMO-LUMO gap (spin up / spin down)**: 7.875 / 7.876 eV
**Charge**: +1
**HOMO level (spin up / spin down)**: -11.826 / -11.827 eV
**LUMO level (spin up / spin down)**: -3.951 / -3.951 eV

***

#y
The following is a quantum chemistry calculation of a gas-phase ion, C7H9N2O (charge +1), from OMol25.

XYZ file:
```
19
Properties=species:S:1:pos:R:3:nbo_charge:R:1
C -0.360 -1.838 -2.177 -0.62
C 0.325 -0.988 -1.105 -0.15
C -0.409 -0.972 0.263 -0.40
C -0.137 0.294 0.989 -0.18
C 0.301 1.420 0.371 0.43
N 0.535 2.463 1.155 -0.56
C 0.124 2.048 2.394 -0.01
C -0.287 0.734 2.332 -0.25
N 0.598 0.316 -1.561 0.33
O 0.840 0.737 -2.631 -0.09
H 0.243 -1.876 -3.081 0.24
H -1.332 -1.421 -2.428 0.24
H -0.501 -2.852 -1.810 0.25
H 1.329 -1.407 -0.912 0.29
H -0.109 -1.838 0.855 0.26
H -1.483 -1.065 0.080 0.25
H 0.842 3.389 0.895 0.46
H 0.143 2.719 3.230 0.25
H -0.660 0.138 3.139 0.25
```

Computed properties:
**HOMO-LUMO gap (spin up / spin down)**: 7.103 / 7.103 eV
**Charge**: +1
**HOMO level (spin up / spin down)**: -13.217 / -13.218 eV
**LUMO level (spin up / spin down)**: -6.114 / -6.115 eV

***

The least stable of them is #w.

***

#w
The following is a quantum chemistry calculation of 2 unconnected molecules or ions with the total composition C4H12O, from OMol25.

XYZ file:
```
17
Properties=species:S:1:pos:R:3:nbo_charge:R:1
C 0.296 -0.811 -2.289 -0.65
C 1.042 -0.919 -0.975 -0.06
O 2.444 -0.889 -1.228 -0.73
H 0.686 -1.546 -2.987 0.20
H 0.468 0.210 -2.647 0.21
H -0.791 -0.747 -2.205 0.22
H 0.884 -0.007 -0.382 0.17
H 0.791 -1.680 -0.233 0.17
H 2.664 -1.157 -2.105 0.46
C -1.949 0.530 2.277 -0.62
C -1.616 2.015 2.197 -0.62
H -1.974 -0.032 1.337 0.20
H -1.207 0.005 2.879 0.21
H -2.930 0.287 2.688 0.21
H -0.930 2.382 2.959 0.21
H -2.556 2.567 2.242 0.21
H -1.117 2.294 1.269 0.21
```

Computed properties:
**HOMO-LUMO gap**: 11.146 eV
**Charge**: 0
**HOMO level**: -10.184 eV
**LUMO level**: 0.963 eV

***

#x
The following is a quantum chemistry calculation of 2 unconnected molecules or ions with the total composition C4H12O, from OMol25.

XYZ file:
```
17
Properties=species:S:1:pos:R:3:nbo_charge:R:1
C -0.671 0.928 -1.769 -0.66
C -0.564 -0.530 -1.415 -0.07
O -1.569 -1.470 -1.873 -0.72
H -1.700 1.319 -1.851 0.21
H -0.223 0.992 -2.777 0.21
H -0.367 1.593 -0.944 0.23
H 0.392 -0.882 -1.754 0.16
H -0.584 -0.613 -0.336 0.17
H -2.140 -1.017 -2.497 0.46
C 0.273 -0.354 2.180 -0.63
C 1.561 0.233 1.711 -0.64
H -0.557 0.307 1.946 0.21
H 0.001 -1.279 1.654 0.21
H 0.138 -0.518 3.287 0.22
H 1.894 -0.062 0.693 0.21
H 2.497 0.052 2.245 0.21
H 1.620 1.299 1.501 0.21
```

Computed properties:
**HOMO-LUMO gap**: 11.205 eV
**Charge**: 0
**HOMO level**: -10.227 eV
**LUMO level**: 0.978 eV

***

The least stable of them is #x.